The following is a quantum chemistry calculation of a structure of composition C3H3CdO2, from the OMol25 dataset.

Cartesian coordinates (Å):
H -1.7415 0.5107 -1.2950
O 0.2824 -0.7421 -0.1282
O 0.0412 -1.4126 1.9142
C -0.7668 1.0018 -1.3304
C 0.2897 0.4984 -0.6828
C -0.5966 -0.9399 0.9562
H 1.2875 0.9357 -0.8036
H -0.7074 2.1105 -1.1560
Cd 1.9115 -1.9624 2.5255

Values from the calculation:
E_HOMO (Ha): -0.086
Relative energy (zero: lowest compared OMol25 entry of this formula, charge and spin) (eV): 1.3781
Total charge: -1

---

The following is a quantum chemistry calculation of a cluster of 11 separate species, C26H53Cl20N2O in total, from the OMol25 dataset.

Cartesian coordinates (Å):
C 3.2258 -2.1257 4.5228
C 2.0578 -2.8182 3.7877
N 0.8871 -2.3679 3.9261
C 2.2425 -4.0197 2.8641
N 3.2729 -3.8776 1.7782
C 3.4020 -2.5519 1.1099
C 2.1167 -2.2724 0.2309
C 1.5465 -0.8470 0.3890
O 0.9158 -2.0829 0.9503
H 4.0459 -1.8551 3.8302
H 2.9131 -1.1779 4.9863
H 3.6049 -2.7895 5.3173
H 0.9158 -1.5745 4.5717
H 2.5706 -4.8617 3.5078
H 1.2808 -4.3467 2.4426
H 3.0354 -4.5684 1.0452
H 4.1851 -4.1820 2.1341
H 3.5278 -1.6892 1.7704
H 4.2467 -2.5611 0.4025
H 2.0782 -2.7239 -0.7752
H 1.8652 -0.2603 1.2560
H 0.8601 -0.4558 -0.3621
Cl -2.0714 -0.4914 -4.6360
C -1.6642 -0.2927 -2.9131
C -0.7682 0.8955 -2.6704
Cl 0.8724 0.6496 -3.3314
H -1.2061 -1.2179 -2.5672
H -2.6046 -0.1551 -2.3789
H -0.6551 1.0592 -1.5986
H -1.1772 1.8021 -3.1103
Cl 0.2675 4.5298 -1.4308
C -0.2837 5.4723 -2.8435
C -1.7849 5.6376 -2.8530
Cl -2.6236 4.0954 -3.1646
H 0.0708 4.9725 -3.7428
H 0.1996 6.4434 -2.7820
H -2.0756 6.3207 -3.6446
H -2.1510 6.0359 -1.9087
Cl 0.0658 -6.2660 6.8714
C -0.5420 -5.2215 5.5611
C -2.0132 -4.9233 5.6961
Cl -3.0275 -6.3611 5.4075
H -0.3206 -5.7092 4.6128
H 0.0237 -4.2926 5.6093
H -2.3034 -4.1795 4.9542
H -2.2562 -4.5332 6.6822
Cl 6.2339 -0.9312 -1.0472
C 7.6404 -2.0100 -0.8616
C 7.2601 -3.4588 -1.0284
Cl 6.2406 -4.0356 0.3238
H 8.0849 -1.8218 0.1135
H 8.3625 -1.7293 -1.6271
H 8.1542 -4.0807 -1.0398
H 6.7159 -3.6260 -1.9565
Cl -5.4190 -2.7439 5.4758
C -6.0800 -4.3876 5.2623
C -7.4767 -4.3747 4.6917
Cl -8.6671 -3.7265 5.8468
H -6.0478 -4.8887 6.2273
H -5.4067 -4.9100 4.5848
H -7.7854 -5.3924 4.4550
H -7.5315 -3.7804 3.7815
Cl 2.7306 -5.3815 -0.9611
C 3.2513 -6.3582 -2.3671
C 4.4912 -5.7931 -3.0126
Cl 4.1805 -4.2357 -3.8166
H 2.4174 -6.4090 -3.0633
H 3.4514 -7.3639 -2.0002
H 4.8517 -6.4811 -3.7763
H 5.2857 -5.6436 -2.2833
Cl -3.3725 -0.7089 0.2821
C -3.8355 -0.9314 1.9904
C -4.9458 -0.0079 2.4247
Cl -4.4251 1.6947 2.4917
H -2.9423 -0.7885 2.5957
H -4.1583 -1.9669 2.0948
H -5.2692 -0.2797 3.4267
H -5.8059 -0.0687 1.7599
Cl -0.4356 8.0247 -4.7141
C -1.3425 8.3650 -6.2136
C -0.9003 7.4852 -7.3570
Cl 0.7473 7.8799 -7.9082
H -1.2190 9.4199 -6.4487
H -2.3947 8.1846 -5.9950
H -1.5629 7.6293 -8.2096
H -0.9208 6.4319 -7.0838
Cl 4.5056 10.1916 -11.5625
C 4.0123 9.9635 -9.8659
C 2.7806 10.7629 -9.5180
Cl 3.0986 12.5159 -9.4994
H 4.8544 10.2316 -9.2310
H 3.8094 8.9006 -9.7356
H 2.4364 10.4935 -8.5198
H 1.9707 10.5746 -10.2200
Cl -6.8951 0.8570 4.9869
C -6.3778 0.9154 6.6917
C -5.3151 1.9575 6.9323
Cl -3.7618 1.5220 6.1726
H -6.0337 -0.0783 6.9731
H -7.2643 1.1489 7.2803
H -5.1276 2.0514 8.0014
H -5.6155 2.9316 6.5520

Values from the calculation:
E_HOMO (Ha): -0.424
Total charge: +1

---

The following is a quantum chemistry calculation of the ion C3H11NP with charge +1, from the OMol25 dataset.

Cartesian coordinates (Å):
C 0.4481 -0.5969 -1.2141
N -0.0697 0.1112 -0.0324
C 0.3431 -0.6031 1.1872
C 0.4758 1.4816 -0.0176
P -1.9718 0.2316 -0.1716
H 0.0576 -0.1471 -2.1266
H 1.5364 -0.5436 -1.2408
H 0.1558 -1.6456 -1.1841
H 0.0620 -0.0354 2.0731
H -0.1263 -1.5856 1.2281
H 1.4248 -0.7383 1.1927
H 1.5535 1.4606 0.1567
H 0.2900 1.9646 -0.9732
H 0.0071 2.0696 0.7716
H -2.0044 -1.1847 -0.7826
H -2.1821 -0.2392 1.1336

Values from the calculation:
E_HOMO (Ha): -0.565
SMILES: C[N+](C)(C)P
Relative energy (zero: lowest compared OMol25 entry of this formula, charge and spin) (eV): 2.5233
Total charge: +1

---

The following is a quantum chemistry calculation of the ion C5H8NO3 with charge +1, from the OMol25 dataset.

Cartesian coordinates (Å):
C -1.1474 -1.2845 -0.7730
N -1.2975 -0.1581 0.1858
C 0.0608 0.7176 0.7735
O -0.4099 1.4072 1.7927
C 0.5978 1.4097 -0.4634
C 1.6666 0.7003 -0.8393
C 1.9516 -0.3755 0.2438
O 2.5581 -1.4028 0.1868
O 0.9915 -0.2305 1.1957
H -0.4290 -0.8840 -1.6016
H -0.7912 -2.2646 -0.3653
H -2.1800 -1.5919 -1.1844
H -1.7897 -0.6258 0.9300
H -1.9203 0.6333 -0.2480
H -0.3340 0.7981 2.5467
H -0.0128 2.1450 -0.8969
H 2.4853 1.0065 -1.4831

Values from the calculation:
E_HOMO (Ha): -0.558
SMILES: C[NH2+][C@]1(O)C=CC(=O)O1
Relative energy (zero: lowest compared OMol25 entry of this formula, charge and spin) (eV): 0.2448
Total charge: +1

---

The following is a quantum chemistry calculation of an isolated molecule of C24H29BrN2O2S, from the OMol25 dataset.

Cartesian coordinates (Å):
C 2.7199 -1.9547 -3.1802
C 1.7799 -2.4586 -2.1284
C 2.1260 -3.5518 -1.3429
C 1.2519 -4.0415 -0.3919
C 0.0187 -3.4450 -0.1709
C -0.9421 -3.9972 0.8358
C -0.3144 -2.3211 -0.9315
N -1.5940 -1.7374 -0.7598
C -2.0637 -0.6118 -0.1648
S -3.7271 -0.5366 -0.0410
N -1.2766 0.3765 0.3101
C 0.1650 0.4005 0.2085
C 0.8615 -0.5891 1.1110
C 0.2489 -1.0992 2.2471
C 0.9124 -2.0088 3.0527
C 2.1934 -2.4236 2.7368
C 2.8021 -1.8952 1.6122
Br 4.5579 -2.4577 1.1441
C 2.1591 -0.9777 0.8055
C -1.8956 1.5257 0.9450
C -2.1489 2.6855 -0.0430
C -1.2610 3.8952 0.2531
C -1.5112 5.0152 -0.7511
C -2.9790 5.4371 -0.7388
C -3.2488 6.4795 -1.7963
O -2.6643 6.5924 -2.8401
O -4.2695 7.2788 -1.4563
C -3.8769 4.2243 -1.0294
C -3.6162 3.1160 -0.0166
C 0.5443 -1.8633 -1.9231
H 2.7878 -2.6725 -3.9971
H 3.7199 -1.8300 -2.7679
H 2.3835 -1.0043 -3.5872
H 3.0849 -4.0269 -1.4868
H 1.5313 -4.9042 0.1955
H -0.4337 -4.6694 1.5218
H -1.7320 -4.5577 0.3327
H -1.4125 -3.2002 1.4084
H -2.3578 -2.3883 -0.9096
H 0.4836 0.2320 -0.8234
H 0.4910 1.4078 0.4835
H -0.7549 -0.7911 2.4992
H 0.4263 -2.4042 3.9315
H 2.7117 -3.1423 3.3523
H 2.6556 -0.5780 -0.0652
H -2.8459 1.1967 1.3706
H -1.2483 1.8512 1.7630
H -1.9213 2.3244 -1.0519
H -0.2060 3.6131 0.2159
H -1.4757 4.2577 1.2618
H -1.2536 4.6806 -1.7576
H -0.8792 5.8740 -0.5158
H -3.2530 5.8555 0.2337
H -4.4545 7.9141 -2.1662
H -3.6648 3.8587 -2.0365
H -4.9250 4.5254 -0.9899
H -4.2490 2.2577 -0.2456
H -3.8710 3.4681 0.9856
H 0.2295 -1.0434 -2.5545

Values from the calculation:
E_HOMO (Ha): -0.295
SMILES: Cc1ccc(C)c(NC(=S)N(Cc2cccc(Br)c2)C[C@H]2CC[C@H](C(=O)O)CC2)c1
Relative energy (zero: lowest compared OMol25 entry of this formula, charge and spin) (eV): 0.0966

---

The following is a quantum chemistry calculation of a structure of composition C45H108As3F27N6O19S, from the OMol25 dataset.

Cartesian coordinates (Å):
C -0.0796 -26.5242 9.5658
F -1.0513 -27.3169 10.0764
F 1.1128 -27.0864 9.7704
F -0.3472 -26.4868 8.3086
S -0.1764 -24.8133 10.3703
O 0.8742 -24.0673 9.7414
O -1.5153 -24.3907 10.0060
O 0.0335 -25.1981 11.7620
C -2.8947 -23.0499 15.9302
O -2.6186 -24.4583 15.9757
C -1.2715 -24.8252 15.8903
C -1.2439 -26.1822 15.2022
N -1.6495 -26.0027 13.7825
H -2.5305 -25.4695 13.8308
H -1.0061 -25.3760 13.2605
C -1.9587 -27.2725 13.0496
C -3.1329 -27.0866 12.1542
O -4.1448 -26.3909 12.9360
C -5.0209 -27.3440 13.5024
H -2.6387 -22.6361 16.8704
H -3.9576 -22.9240 15.8141
H -2.3575 -22.5779 15.1184
H -0.8278 -24.8453 16.8481
H -0.6551 -24.0987 15.3052
H -1.9410 -26.7935 15.7709
H -0.2324 -26.6208 15.2272
H -2.1648 -27.9999 13.8983
H -1.0984 -27.6431 12.4469
H -3.5897 -28.0072 11.6949
H -2.9242 -26.3659 11.3030
H -5.7510 -26.8611 14.1893
H -4.5162 -28.0645 14.1650
H -5.5952 -27.8001 12.6934
C 4.9002 -32.8616 10.3245
O 3.9561 -32.9240 11.4177
C 2.7217 -32.3454 11.1787
C 2.8021 -30.7992 11.0227
N 3.1348 -30.1767 12.3060
H 2.7687 -29.1734 12.3725
H 2.5951 -30.6419 13.0051
C 4.4970 -30.1800 12.7089
C 4.7747 -29.2053 13.9244
O 4.1864 -28.0434 13.4209
C 3.9271 -26.9352 14.2670
H 4.3306 -32.9109 9.3995
H 5.4418 -33.7943 10.3903
H 5.5303 -31.9912 10.3302
H 2.0270 -32.6195 11.9741
H 2.2861 -32.6360 10.1701
H 1.8248 -30.4188 10.8056
H 3.5035 -30.4280 10.3319
H 5.0992 -29.9333 11.8421
H 4.7857 -31.1689 12.9824
H 5.8558 -29.1428 14.1382
H 4.3297 -29.5715 14.8976
H 3.3714 -27.1834 15.1347
H 3.3223 -26.1994 13.6242
H 4.8628 -26.3816 14.5206
C 4.5990 -23.0562 13.5201
O 4.6314 -22.7261 12.1165
C 3.8984 -23.7501 11.4315
C 3.7865 -23.4176 9.9748
N 2.8926 -22.2432 9.7167
H 2.6653 -22.2689 8.7472
H 1.9562 -22.5267 10.1897
C 3.3526 -20.9262 10.1192
C 2.3349 -19.8974 9.6322
O 2.2041 -20.0114 8.2184
C 1.5888 -18.9640 7.5341
H 4.9475 -22.1867 14.1050
H 5.2312 -23.9061 13.7363
H 3.5401 -23.2710 13.8546
H 2.8897 -23.8972 11.7982
H 4.4083 -24.7245 11.5148
H 3.4011 -24.1864 9.3164
H 4.7509 -23.2155 9.5010
H 4.3085 -20.6542 9.6722
H 3.3971 -20.8888 11.2218
H 2.6379 -18.8597 9.8389
H 1.3765 -20.1635 10.0859
H 0.5162 -18.9079 7.7751
H 1.7073 -19.2862 6.4621
H 2.1564 -18.0412 7.7170
C 1.4347 -29.3799 2.0628
O 2.0120 -28.9815 3.2550
C 1.1450 -28.3926 4.2503
C 2.0745 -27.4835 5.1301
N 2.9951 -28.1880 5.9363
H 3.4619 -27.4650 6.4532
H 2.3861 -28.7733 6.9921
C 4.1019 -28.8464 5.2628
C 5.1901 -28.9848 6.3206
O 5.4654 -27.7082 6.8091
C 5.4751 -27.5624 8.2098
H 2.1519 -29.3742 1.2520
H 0.7391 -28.5393 1.7776
H 0.8586 -30.2836 2.1111
H 0.5215 -29.1185 4.7156
H 0.4437 -27.6932 3.7495
H 1.3749 -26.9283 5.7082
H 2.4634 -26.7183 4.4503
H 4.5074 -28.1976 4.4392
H 3.8329 -29.7652 4.8211
H 6.1077 -29.4258 5.9240
H 4.8413 -29.6976 7.0791
H 5.9149 -26.6009 8.5176
H 6.0033 -28.3693 8.7645
H 4.4481 -27.5850 8.5581
C -1.8526 -18.3851 5.3909
O -2.3557 -19.0086 6.5426
C -1.9354 -20.3735 6.7833
C -2.9688 -21.1765 7.6164
N -2.3716 -21.9688 8.7350
H -2.7650 -22.8940 8.7062
H -1.4058 -22.0116 8.5518
C -2.7666 -21.3614 10.0749
C -2.1188 -20.0641 10.3150
O -2.5966 -19.0776 9.4037
C -1.9667 -17.8228 9.6755
H -2.2036 -18.8488 4.4759
H -0.7610 -18.4368 5.4424
H -2.0728 -17.3325 5.5028
H -1.0705 -20.3688 7.3996
H -1.6647 -20.8472 5.8241
H -3.4225 -21.8634 6.9335
H -3.6123 -20.4180 8.0666
H -2.5017 -22.0099 10.8878
H -3.8385 -21.1589 9.9744
H -1.0012 -20.1909 10.3111
H -2.3203 -19.8525 11.3392
H -2.3896 -17.0632 9.0562
H -0.8435 -17.9083 9.5647
H -2.0999 -17.5701 10.7440
C 0.1530 -22.7469 6.3931
O -1.1875 -23.1145 6.4897
C -1.5461 -24.1029 5.4743
C -3.0962 -24.4274 5.6445
N -3.3043 -25.2308 6.8329
H -2.9214 -27.1463 6.4497
H -2.6153 -25.1206 7.5584
C -4.6685 -25.2119 7.3989
C -5.2675 -23.9473 7.8782
O -4.6625 -23.4229 9.0359
C -4.9486 -24.2732 10.0773
H 0.3898 -21.6922 6.6777
H 0.3524 -22.6471 5.3020
H 0.8960 -23.4272 6.7745
H -0.8120 -24.9152 5.5778
H -1.3344 -23.6276 4.4931
H -3.4998 -25.0736 4.7953
H -3.5917 -23.4288 5.6238
H -4.6597 -25.8599 8.2448
H -5.3911 -25.5835 6.6785
H -6.3402 -24.0723 7.9970
H -5.1850 -23.1222 7.1387
H -4.2080 -25.0988 10.0391
H -5.9793 -24.7542 10.0612
H -4.9251 -23.5910 11.0008
C 0.5871 -29.8756 7.6619
O 0.2656 -30.5350 8.8552
O 1.6982 -29.1894 7.9576
C 0.7102 -31.1087 6.6516
F -0.5409 -31.4611 6.2011
F 1.4708 -31.0508 5.5295
F 1.1451 -32.1752 7.3366
C -1.0705 -31.0454 8.9046
C -1.6121 -30.7083 10.3800
H -2.6651 -30.9764 10.4735
H -0.9472 -31.2366 11.0973
H -1.6545 -29.6307 10.4726
H -1.0184 -32.1078 8.7596
H -1.6787 -30.5692 8.0864
H -0.3539 -29.2143 7.1947
C -3.5862 -28.9912 6.4919
O -4.2751 -28.9563 5.2800
O -2.6219 -28.1030 6.8181
C -4.5574 -29.1217 7.5741
F -5.3927 -30.1491 7.4181
F -3.8960 -29.3278 8.7288
F -5.2957 -27.9920 7.7655
C -3.4624 -29.5461 4.2663
C -4.0990 -29.4464 2.8429
H -3.5224 -30.1423 2.2512
H -5.1181 -29.8018 3.0004
H -4.0828 -28.4212 2.5163
H -3.2956 -30.6159 4.5947
H -2.4813 -29.0718 4.4469
H -3.0974 -29.9538 6.5684
As 0.2356 -30.3455 14.7980
F -1.4460 -29.9844 14.7576
F 0.5944 -28.8783 13.8568
F 1.9233 -30.8445 14.8877
F -0.1181 -31.7524 15.5580
F 0.1578 -31.1691 13.2726
F 0.4032 -29.3939 16.1973
As 4.0547 -24.2315 6.2096
F 5.3474 -24.4578 7.3232
F 2.9377 -25.0593 7.4439
F 2.6608 -24.1118 5.3492
F 5.0403 -23.5220 5.0435
F 4.2527 -25.6995 5.5136
F 3.7120 -22.7463 7.0722
As 0.8124 -21.2677 13.7365
F 0.8077 -22.3792 15.1436
F 1.5878 -22.4327 12.6769
F 0.7428 -20.2438 12.2820
F -0.0534 -20.0630 14.5799
F 2.3385 -20.6731 14.1915
F -0.6902 -21.9941 13.2280

Values from the calculation:
E_HOMO (Ha): -0.335

---

The following is a quantum chemistry calculation of a cluster of 2 separate species, C4H12NOS2 in total, from the OMol25 dataset.

Cartesian coordinates (Å):
O -2.7624 1.0870 -1.5711
C -2.6885 0.4411 -0.5648
C -1.8445 0.9433 0.5774
N -0.6926 1.6760 -0.0107
H -3.2424 -0.5007 -0.4579
H -2.4027 1.6175 1.2267
H -1.4743 0.1180 1.1850
H -0.1526 2.1950 0.6832
H -0.0453 0.9802 -0.4411
H -0.9932 2.3450 -0.7273
C 2.8176 -0.1911 -0.2714
C 1.6053 -0.7973 0.4267
S 0.3576 -1.3386 -0.8242
S -0.7404 -2.7895 0.1373
H 2.4857 0.6128 -0.9356
H 3.3487 -0.9156 -0.8798
H 3.4656 0.2455 0.4872
H 1.1049 -0.1703 1.1686
H 1.8758 -1.6857 0.9987
H -0.0223 -3.8725 -0.2071

Values from the calculation:
E_HOMO (Ha): -0.485
Relative energy (zero: lowest compared OMol25 entry of this formula, charge and spin) (eV): 0.7495
Total charge: +1

---

The following is a quantum chemistry calculation of a structure of composition C15H35CrN4O9P, from the OMol25 dataset.

Cartesian coordinates (Å):
O -4.4439 2.3881 -1.8658
H -4.0812 2.7040 -2.7208
Cr -0.7217 0.3024 -1.2597
N -2.0377 1.0250 0.0500
N -0.0019 2.1446 -1.1279
N -1.1868 -1.6215 -1.0851
N 0.9303 -0.4498 -2.0131
O -2.8575 0.3492 0.7527
O -2.2504 -2.1969 -0.4141
O 2.0414 0.2577 -2.3537
O 1.1274 2.5900 -1.5980
C -0.8924 3.0162 -0.5402
C -1.9753 2.4059 0.1365
C -0.2088 -2.4483 -1.5095
C 0.9695 -1.7962 -2.0512
C -3.0390 3.1293 0.8804
H -4.0129 2.8315 0.4854
H -2.9659 4.2142 0.7633
H -3.0039 2.9127 1.9582
C -0.7081 4.4828 -0.7285
H -0.7490 4.7311 -1.7974
H 0.2477 4.8450 -0.3318
H -1.5014 5.0518 -0.2393
C -0.3107 -3.9186 -1.3337
C 2.1477 -2.5378 -2.5725
H -1.3615 -4.1876 -1.1553
H 0.3029 -4.2504 -0.4778
H 0.0523 -4.4023 -2.2495
H 3.0241 -1.8793 -2.6348
H 1.9163 -2.9230 -3.5757
H 2.3763 -3.3822 -1.9125
H -2.6919 -1.4737 0.1141
H 1.8099 1.2488 -2.0915
C -1.4626 0.6090 -3.0900
H -2.4679 0.9774 -2.7975
H -1.5737 -0.3043 -3.6940
H -0.9344 1.3495 -3.7128
O -5.0577 -0.4875 -1.0121
H -5.3420 0.4392 -1.1785
H -4.4204 -0.6729 -1.7198
C 2.3794 2.2366 3.9562
C 1.4661 2.0988 2.7591
O 1.0775 0.6882 2.5871
P 0.7426 -0.0324 1.1543
O 2.1667 -0.3531 0.5289
C 3.1621 -1.3906 0.8231
C 4.4464 -0.9221 0.2276
O 0.0070 -1.4147 1.5118
C 0.5124 -2.5987 2.1936
C -0.6786 -3.2966 2.7677
H 1.9338 1.8133 4.8648
H 2.5868 3.2929 4.1519
H 3.3429 1.7575 3.7488
H 0.5542 2.6942 2.9041
H 1.9779 2.4304 1.8440
H 3.1881 -1.5014 1.9173
H 2.8211 -2.3345 0.3682
H 4.7218 0.0288 0.6898
H 5.2081 -1.6800 0.4256
H 4.3144 -0.7795 -0.8485
H 1.0380 -3.2270 1.4572
H 1.2220 -2.2292 2.9485
H -0.3531 -4.2538 3.1857
H -1.4321 -3.4471 1.9870
H -1.0908 -2.6534 3.5498

Values from the calculation:
E_HOMO (alpha / beta) (Ha): -0.391 / -0.396
Relative energy (zero: lowest compared OMol25 entry of this formula, charge and spin) (eV): 0.0000
Total charge: +1
Spin multiplicity: 4